[1]
One molecule with the formula C6H7NO2 at a distorted geometry. Source: the OMol25 dataset; level of theory: ωB97M-V/def2-TZVPD.

Structure (XYZ):
```
16
Properties=species:S:1:pos:R:3:mulliken_charge:R:1
C -0.743 1.542 -2.442 -0.688
C 0.396 0.925 -2.175 -0.154
C 0.347 -0.262 -1.263 0.673
O 0.819 -1.397 -1.674 -0.625
O 0.069 -0.006 -0.067 -0.221
C 0.064 -1.099 0.871 -0.915
C -0.449 -0.632 2.243 -0.750
C 0.523 0.315 2.879 0.358
N 1.302 1.177 3.275 -0.435
H -1.675 1.326 -2.166 0.326
H -0.931 2.325 -3.294 0.215
H 1.602 1.050 -2.483 0.236
H 1.018 -1.646 1.021 0.385
H -0.273 -1.881 0.482 0.761
H -1.472 -0.404 1.940 0.287
H -0.599 -1.333 2.853 0.546
```

2S+1: 1
Relative energy (zero: lowest compared OMol25 entry of this formula, charge and spin): 4.5641 eV
Total charge: 0

[2]
C6H7NO2S2 as an isolated structure at a distorted geometry. Source: the OMol25 dataset; level of theory: ωB97M-V/def2-TZVPD.

Structure (XYZ):
```
18
Properties=species:S:1:pos:R:3:mulliken_charge:R:1
C 3.275 0.881 0.041 -0.125
C 1.851 0.669 0.241 -0.062
C 0.795 1.478 -0.080 -0.424
C -0.611 1.070 0.124 -0.561
C -1.180 -0.078 -0.173 0.503
C -2.608 -0.189 -0.121 -0.211
H 3.164 -0.918 -1.219 0.371
H 3.581 2.009 -0.241 0.221
H 3.727 0.731 1.099 0.205
H 0.941 2.491 -0.346 0.410
H -1.210 1.970 0.384 0.313
H -2.989 -1.177 -0.043 0.494
H -5.353 0.758 -0.490 0.396
N -3.542 0.706 -0.240 -0.441
O 3.917 0.038 -0.862 -0.541
O -4.771 0.129 0.199 -0.380
S -0.017 -1.383 -0.545 -0.129
S 1.306 -0.813 1.024 -0.039
```

2S+1: 1
Relative energy (zero: lowest compared OMol25 entry of this formula, charge and spin): 4.4884 eV
Total charge: 0

[3]
One molecule with the formula C6H7NO3 at a distorted geometry. Source: the OMol25 dataset; level of theory: ωB97M-V/def2-TZVPD.

Structure (XYZ):
```
17
Properties=species:S:1:pos:R:3:mulliken_charge:R:1
C 1.535 -0.260 -0.821 -1.366
C 0.414 -1.044 -0.272 -0.036
O 0.390 -1.181 1.135 -0.432
C 0.193 0.101 1.745 -0.500
C -0.677 0.956 0.794 0.415
O -0.843 2.126 0.893 -0.523
C -0.985 0.219 -0.490 0.648
O -0.969 0.878 -1.703 -0.562
C -2.178 -0.549 -0.351 -0.065
N -3.093 -1.208 -0.156 -0.465
H 1.440 0.763 -0.890 0.466
H 1.626 -0.481 -1.855 0.366
H 2.566 -0.418 -0.273 0.281
H 0.059 -1.938 -0.603 0.662
H 1.105 0.577 1.689 0.329
H -0.240 -0.154 2.680 0.358
H -0.343 1.616 -1.520 0.423
```

2S+1: 1
Relative energy (zero: lowest compared OMol25 entry of this formula, charge and spin): 2.9546 eV
Total charge: 0

[4]
One molecule with the formula C6H7NO3 at a distorted geometry. Source: the OMol25 dataset; level of theory: ωB97M-V/def2-TZVPD.

Structure (XYZ):
```
17
Properties=species:S:1:pos:R:3:mulliken_charge:R:1
N -2.697 -0.463 0.858 -0.509
C -2.065 0.047 -0.204 0.261
O -2.711 1.111 -0.496 -0.694
C -0.580 0.075 -0.250 0.422
C 0.193 -1.015 -0.371 -0.835
C 1.653 -0.668 -0.418 0.382
O 2.427 -1.496 0.404 -0.539
C 1.648 0.810 0.020 0.158
O 2.619 1.404 0.413 -0.565
C 0.226 1.333 -0.044 -0.315
H -2.484 -1.434 1.053 0.222
H -3.540 0.471 0.749 0.434
H -0.155 -2.047 -0.439 0.404
H 2.010 -0.703 -1.467 0.241
H 3.360 -1.346 0.225 0.340
H 0.131 2.026 -0.896 0.285
H -0.035 1.896 0.862 0.308
```

2S+1: 1
Relative energy (zero: lowest compared OMol25 entry of this formula, charge and spin): 2.7793 eV
Total charge: 0